# 1
10 unconnected molecules or ions with the total composition C28H72F12N6O18S4, computed with ωB97M-V/def2-TZVPD.

```
140
Properties=species:S:1:pos:R:3:mulliken_charge:R:1
C 22.004 17.352 -13.417 -1.695
C 21.307 16.044 -12.989 0.834
C 20.834 16.018 -11.572 -0.756
O 19.871 15.012 -11.369 -0.326
C 19.522 14.909 -9.940 -0.815
N 20.129 15.778 -13.991 0.366
H 19.535 16.584 -14.123 0.308
H 20.307 15.414 -14.916 -0.194
H 19.545 15.049 -13.606 0.495
H 21.381 18.201 -13.137 0.468
H 22.167 17.473 -14.488 0.402
H 22.911 17.476 -12.825 0.455
H 21.975 15.202 -13.166 -0.256
H 20.260 16.938 -11.455 0.338
H 21.663 15.978 -10.865 0.481
H 18.957 13.983 -9.836 0.268
H 18.846 15.690 -9.590 0.331
H 20.411 14.859 -9.311 0.363
C 17.493 21.570 -17.426 -1.597
C 18.010 20.274 -18.066 1.153
C 18.052 20.510 -19.620 -1.018
O 18.690 19.440 -20.247 -0.066
C 17.903 18.301 -20.409 -0.142
N 19.453 20.026 -17.558 0.208
H 19.953 19.329 -18.091 0.015
H 19.924 20.919 -17.555 0.487
H 19.511 19.803 -16.575 0.344
H 16.517 21.887 -17.794 0.415
H 18.107 22.423 -17.716 0.430
H 17.407 21.626 -16.341 0.406
H 17.422 19.389 -17.824 -0.466
H 18.690 21.370 -19.822 0.328
H 17.114 20.692 -20.146 0.479
H 18.063 17.738 -19.490 -0.212
H 18.259 17.716 -21.258 0.035
H 16.855 18.523 -20.609 0.448
C 27.797 10.443 -18.680 -1.602
C 26.651 11.175 -19.233 0.712
C 26.586 12.571 -18.569 -0.816
O 25.773 13.599 -19.177 -0.545
C 24.362 13.458 -18.878 0.213
N 26.743 11.513 -20.662 -0.085
H 26.189 12.342 -20.828 0.265
H 27.675 11.861 -20.834 0.379
H 26.507 10.812 -21.351 0.381
H 27.603 10.038 -17.687 0.412
H 28.684 11.046 -18.483 0.376
H 28.097 9.635 -19.347 0.416
H 25.709 10.631 -19.168 -0.152
H 27.576 13.027 -18.598 0.505
H 26.669 12.512 -17.484 0.396
H 23.975 12.476 -19.153 -0.105
H 23.687 14.098 -19.444 -0.017
H 24.286 13.466 -17.790 0.076
C 21.724 18.332 -23.973 -1.153
C 21.929 16.878 -23.368 0.834
C 20.902 15.692 -23.710 -0.394
O 21.064 15.078 -24.954 -0.461
C 20.805 15.983 -26.020 -0.759
N 23.371 16.495 -23.636 0.019
H 23.622 16.749 -24.581 0.406
H 24.011 16.923 -22.982 0.364
H 23.520 15.497 -23.667 0.338
H 22.278 19.161 -23.531 0.330
H 20.672 18.549 -23.788 0.352
H 21.896 18.467 -25.041 0.322
H 21.986 16.889 -22.279 -0.516
H 19.914 16.138 -23.593 0.446
H 20.907 14.890 -22.972 0.004
H 21.721 16.573 -26.049 0.283
H 19.972 16.681 -25.938 0.295
H 20.599 15.304 -26.848 0.310
C 21.036 10.010 -16.554 -1.582
C 21.561 11.036 -17.619 1.327
C 21.950 10.472 -19.022 -0.986
O 21.873 11.588 -19.895 0.314
C 22.291 11.281 -21.204 -0.880
N 20.395 12.045 -17.789 0.720
H 20.613 12.684 -18.540 -0.462
H 19.549 11.610 -18.130 0.488
H 20.010 12.580 -17.024 0.392
H 20.090 9.654 -16.962 0.531
H 20.848 10.637 -15.682 0.364
H 21.687 9.136 -16.535 0.385
H 22.365 11.622 -17.175 -0.601
H 21.315 9.630 -19.294 0.491
H 22.997 10.174 -18.976 0.352
H 22.367 12.307 -21.565 0.172
H 21.597 10.681 -21.793 0.279
H 23.231 10.733 -21.251 0.232
C 15.443 16.821 -17.699 -1.524
C 15.978 15.943 -16.511 0.846
C 15.047 15.948 -15.247 -0.794
O 15.390 15.026 -14.252 -0.372
C 16.163 15.512 -13.165 -0.571
N 15.948 14.508 -17.120 -0.109
H 15.066 14.104 -17.401 0.362
H 16.590 14.612 -17.893 0.092
H 16.376 13.977 -16.375 0.392
H 15.792 16.571 -18.701 0.402
H 15.579 17.884 -17.501 0.326
H 14.363 16.670 -17.679 0.488
H 17.016 16.219 -16.328 -0.100
H 14.053 15.646 -15.578 0.416
H 14.952 17.004 -14.993 0.434
H 16.642 14.719 -12.591 0.262
H 15.529 16.175 -12.576 0.400
H 16.949 16.170 -13.535 0.110
C 20.845 15.527 -19.865 0.044
F 19.926 15.921 -20.793 -0.095
F 20.848 14.183 -19.837 -0.497
F 22.027 15.932 -20.188 -0.153
S 20.222 16.072 -18.033 0.113
O 18.780 15.781 -17.918 -0.248
O 21.002 15.318 -17.077 -0.273
O 20.587 17.510 -18.072 -0.787
C 18.486 12.257 -22.533 0.531
F 19.028 11.275 -23.311 -0.225
F 19.447 13.162 -22.191 -0.158
F 17.578 12.929 -23.245 -0.224
S 17.603 11.565 -20.840 1.006
O 16.925 12.717 -20.289 -0.662
O 16.732 10.513 -21.218 -0.615
O 18.663 11.196 -19.941 -0.702
C 22.489 20.160 -20.187 0.568
F 22.168 21.350 -19.714 -0.262
F 22.611 19.232 -19.205 -0.144
F 21.506 19.878 -21.078 -0.200
S 24.064 20.087 -21.266 0.946
O 25.217 20.436 -20.430 -0.646
O 24.084 18.684 -21.769 -0.643
O 23.825 21.092 -22.270 -0.650
C 23.808 13.290 -14.598 0.497
F 22.710 13.776 -15.185 -0.024
F 24.815 13.990 -15.286 -0.281
F 23.920 13.556 -13.287 -0.236
S 24.086 11.381 -14.721 1.145
O 25.241 10.909 -13.935 -0.664
O 22.850 10.706 -14.240 -0.679
O 24.258 11.290 -16.153 -0.517
```

Calculated values
* Kohn-Sham gap: 6.60 eV
* energy above the lowest of the compared OMol25 structures with the same formula, charge and spin: 2.885 eV
* charge: +2
* lowest unoccupied orbital energy: -0.200 hartree
* energy: -151929.455 eV

# 2
8 unconnected molecules or ions with the total composition C28H72F8N7O19PS8, computed with ωB97M-V/def2-TZVPD.

```
143
Properties=species:S:1:pos:R:3:mulliken_charge:R:1
C 0.950 -0.415 -0.250 -1.971
C 1.820 0.166 0.881 0.839
C 1.165 1.410 1.607 -1.463
O -0.316 1.213 2.050 -0.303
C -0.696 2.289 2.901 -0.894
N 2.012 -0.963 1.963 0.861
H 2.848 -0.637 2.427 0.132
H 1.233 -1.119 2.587 0.592
H 2.122 -1.834 1.463 -0.665
H -0.007 -0.762 0.140 0.644
H 1.366 -1.224 -0.849 0.301
H 0.814 0.206 -1.135 1.033
H 2.857 0.376 0.617 0.064
H 1.188 2.318 1.005 0.529
H 1.812 1.569 2.470 0.901
H 0.044 2.421 3.690 0.383
H -1.613 1.916 3.359 0.319
H -0.748 3.290 2.474 0.298
C 5.735 -3.618 -0.657 -1.696
C 5.987 -2.597 0.449 0.742
C 7.114 -1.571 0.053 -0.505
O 8.300 -2.265 -0.045 -0.399
C 9.227 -1.647 -0.935 -0.794
N 4.655 -1.876 0.749 2.522
H 4.713 -1.176 1.475 -0.398
H 4.297 -1.453 -0.095 -0.332
H 3.995 -2.612 0.959 -0.309
H 6.637 -4.206 -0.490 0.513
H 5.854 -3.275 -1.685 0.333
H 4.846 -4.247 -0.621 0.245
H 6.177 -3.104 1.394 0.625
H 7.252 -0.928 0.923 0.311
H 6.908 -0.913 -0.791 0.423
H 9.785 -2.478 -1.367 0.306
H 9.945 -1.006 -0.424 0.296
H 8.849 -1.175 -1.843 0.342
C -1.088 6.219 0.153 -1.693
C -1.696 6.520 1.555 0.997
C -0.587 6.937 2.630 -0.993
O 0.114 5.741 2.847 -0.109
C 0.938 5.713 3.992 -0.867
N -2.855 7.533 1.507 0.053
H -3.697 7.169 1.931 0.203
H -2.690 8.367 2.052 0.400
H -3.033 7.748 0.536 0.423
H -0.140 5.700 0.291 0.351
H -0.765 7.077 -0.437 0.448
H -1.785 5.553 -0.357 0.531
H -2.244 5.635 1.878 -0.357
H -1.140 7.305 3.494 0.488
H 0.045 7.695 2.167 0.358
H 0.382 6.123 4.836 0.342
H 1.754 6.434 4.037 0.359
H 1.288 4.694 4.154 0.221
C -3.207 -6.765 -1.238 -1.631
C -2.295 -5.628 -0.900 -0.459
C -2.859 -4.201 -0.760 0.355
C -3.574 -3.757 -2.088 -1.241
P -3.526 -2.056 -2.640 0.869
C -2.420 -1.065 -1.493 -1.470
C -2.154 0.356 -1.872 -1.522
C -2.142 1.511 -0.753 0.669
C -2.606 2.809 -1.216 -1.820
C -5.179 -1.270 -2.361 -1.205
C -5.405 -0.830 -0.841 0.177
C -6.706 0.090 -0.793 -0.819
C -6.247 1.580 -0.957 -0.963
C -2.996 -1.898 -4.437 -1.263
C -1.440 -1.930 -4.735 -0.085
C -0.758 -3.320 -4.678 0.013
C -1.385 -4.315 -5.707 -1.548
H -3.321 -6.996 -2.297 0.331
H -4.168 -6.682 -0.731 0.358
H -2.761 -7.663 -0.808 0.473
H -1.502 -5.761 -1.635 0.106
H -1.956 -5.847 0.113 0.505
H -1.999 -3.552 -0.593 -0.455
H -3.596 -4.020 0.022 0.466
H -4.594 -4.136 -2.022 0.687
H -3.226 -4.409 -2.889 0.546
H -1.485 -1.614 -1.610 0.621
H -2.788 -1.230 -0.480 1.024
H -3.038 0.603 -2.461 0.855
H -1.210 0.439 -2.410 0.618
H -1.096 1.546 -0.449 -0.551
H -2.815 1.114 0.007 0.525
H -2.784 3.486 -0.380 0.234
H -3.529 2.821 -1.795 0.292
H -1.911 3.265 -1.921 0.494
H -5.985 -1.965 -2.598 0.670
H -5.305 -0.506 -3.128 0.558
H -4.583 -0.197 -0.507 -0.398
H -5.460 -1.623 -0.096 0.445
H -7.170 -0.370 0.079 0.429
H -7.403 -0.263 -1.553 0.381
H -6.899 2.073 -0.237 0.386
H -6.444 2.123 -1.881 0.345
H -5.279 1.954 -0.623 0.082
H -3.383 -0.959 -4.832 0.517
H -3.455 -2.729 -4.973 0.637
H -0.898 -1.408 -3.946 -0.301
H -1.176 -1.447 -5.675 0.544
H -0.804 -3.770 -3.686 -0.116
H 0.307 -3.274 -4.907 0.495
H -1.449 -3.730 -6.624 0.397
H -2.413 -4.676 -5.672 0.304
H -0.741 -5.180 -5.866 0.424
N -4.837 6.184 3.250 -0.377
S -4.510 4.850 4.306 1.009
O -3.675 3.925 3.608 -0.482
O -5.482 4.337 5.331 -0.510
F -3.389 5.608 5.192 -0.286
S -6.068 5.532 2.811 0.964
O -7.205 5.795 3.704 -0.625
O -6.027 4.202 2.188 -0.474
F -6.390 6.615 1.613 -0.350
N 2.506 -3.588 1.354 -0.379
S 1.193 -4.314 0.443 0.500
O 0.335 -5.429 0.953 -0.523
O 1.460 -4.389 -0.994 -0.504
F 0.303 -2.975 0.677 -0.144
S 2.895 -4.790 2.040 0.811
O 3.465 -5.827 1.195 -0.603
O 2.157 -5.091 3.324 -0.646
F 4.321 -4.199 2.664 -0.297
N 3.850 -0.553 -1.711 -0.032
S 3.316 -0.926 -3.045 0.841
O 4.269 -1.299 -4.051 -0.692
O 2.068 -0.329 -3.541 -0.564
F 2.824 -2.431 -2.591 -0.261
S 4.393 1.037 -2.045 0.848
O 3.950 1.771 -3.253 -0.558
O 5.746 1.420 -1.581 -0.602
F 3.434 1.785 -0.911 -0.275
N 4.651 -0.256 2.857 -0.470
S 5.691 0.802 3.167 0.754
O 7.119 0.367 3.496 -0.612
O 5.065 2.025 3.662 -0.642
F 5.815 1.272 1.697 -0.197
S 4.719 -0.784 4.430 0.891
O 4.517 0.173 5.565 -0.573
O 5.518 -1.974 4.608 -0.572
F 3.301 -1.509 4.402 -0.333
```

Calculated values
* Kohn-Sham gap: 8.80 eV
* energy above the lowest of the compared OMol25 structures with the same formula, charge and spin: 9.590 eV
* lowest unoccupied orbital energy: -0.035 hartree
* energy: -197232.553 eV

# 3
10 unconnected molecules or ions with the total composition C28H72N4O20, computed with ωB97M-V/def2-TZVPD.

```
124
Properties=species:S:1:pos:R:3:mulliken_charge:R:1
C 3.230 7.292 -1.365 -0.766
O 2.543 6.786 -0.297 -0.372
C 1.207 7.152 -0.215 -0.581
C 0.295 6.585 -1.276 0.136
O 0.006 5.210 -1.162 -0.304
C -0.835 4.854 -0.017 -0.023
H 4.205 7.562 -1.051 0.292
H 2.732 8.196 -1.802 0.354
H 3.333 6.615 -2.262 0.242
H 1.126 8.277 -0.277 0.386
H 0.897 6.903 0.808 0.298
H 0.778 6.592 -2.278 0.204
H -0.622 7.147 -1.366 -0.010
H -0.459 5.287 0.831 0.335
H -0.850 3.779 0.131 -0.111
H -1.878 5.128 -0.233 -0.089
C -5.274 -1.529 -5.890 -0.851
O -3.951 -1.443 -5.339 -0.143
C -3.539 -0.125 -5.038 -0.762
C -2.125 -0.082 -4.597 -0.020
O -1.252 -0.721 -5.508 -0.272
C 0.074 -0.283 -5.391 -0.508
H -5.375 -0.933 -6.825 0.340
H -6.019 -1.220 -5.180 0.323
H -5.389 -2.563 -6.215 0.234
H -4.104 0.401 -4.249 0.329
H -3.642 0.386 -5.994 0.367
H -2.086 -0.695 -3.652 -0.045
H -1.758 0.962 -4.459 0.457
H 0.248 0.651 -5.973 0.271
H 0.665 -1.047 -5.934 0.143
H 0.406 -0.202 -4.340 0.135
C -3.279 -1.001 6.955 -0.611
O -2.102 -1.765 6.948 -0.427
C -1.081 -1.292 6.116 -0.681
C -1.160 -1.904 4.683 0.512
O -2.443 -1.741 4.118 -0.369
C -2.552 -2.383 2.887 -0.318
H -3.848 -1.184 7.858 0.292
H -4.023 -1.290 6.231 0.234
H -3.061 0.084 6.897 0.261
H -0.053 -1.345 6.549 0.311
H -1.240 -0.209 5.978 0.271
H -0.971 -3.004 4.825 0.578
H -0.333 -1.560 4.085 -0.448
H -1.932 -1.912 2.199 -0.200
H -3.528 -2.228 2.468 0.297
H -2.390 -3.495 2.959 0.310
C 5.351 -3.325 0.770 -0.907
O 4.120 -2.627 0.535 -0.232
C 4.138 -1.234 0.860 -0.770
C 2.862 -0.492 0.718 1.051
O 2.392 -0.190 -0.565 0.004
C 2.520 1.084 -1.103 -0.770
H 5.139 -4.435 0.574 0.226
H 5.568 -3.230 1.816 0.353
H 6.166 -2.937 0.133 0.291
H 4.934 -0.729 0.173 0.412
H 4.518 -1.093 1.880 0.444
H 3.074 0.419 1.372 -0.153
H 2.050 -0.866 1.308 -0.880
H 3.537 1.387 -1.252 0.340
H 2.102 1.896 -0.535 0.283
H 2.075 1.070 -2.104 0.111
C 2.583 -5.472 4.042 -0.834
O 2.780 -4.111 4.397 -0.426
C 2.573 -3.212 3.309 -0.142
C 2.615 -1.835 4.001 0.144
O 3.909 -1.406 4.281 -0.562
C 3.899 -0.052 4.781 -0.631
H 1.843 -5.526 3.214 0.273
H 2.344 -5.995 4.885 0.337
H 3.474 -5.843 3.584 0.298
H 1.570 -3.310 2.902 0.331
H 3.298 -3.320 2.557 0.143
H 2.045 -1.957 4.932 0.494
H 2.131 -1.061 3.452 -0.033
H 3.289 0.066 5.569 0.425
H 3.510 0.585 3.984 0.049
H 4.883 0.323 4.995 0.346
C 1.489 2.864 2.880 -0.559
O 0.914 1.721 3.377 -0.263
C -0.383 1.421 3.004 -0.966
C -0.538 0.396 1.925 0.225
O -0.348 0.952 0.612 -0.042
C -0.779 0.016 -0.376 -0.465
H 2.535 2.659 2.599 0.228
H 1.457 3.652 3.702 0.253
H 0.968 3.288 2.040 0.117
H -0.856 2.329 2.694 0.584
H -0.868 0.894 3.870 -0.039
H -1.576 0.056 1.983 0.409
H 0.104 -0.471 2.085 0.046
H -1.853 -0.178 -0.388 0.510
H -0.247 -0.936 -0.180 -0.176
H -0.533 0.282 -1.387 0.135
C 1.869 -3.371 -1.893 -0.642
N 0.551 -2.950 -1.466 0.658
O -0.061 -2.223 -2.268 -0.106
O 0.091 -3.282 -0.401 -0.448
H 1.984 -4.423 -1.884 0.366
H 2.586 -2.833 -1.246 -0.058
H 2.032 -2.916 -2.893 0.283
C -1.555 -3.693 -6.886 -0.631
N -0.113 -3.553 -6.591 0.992
O 0.267 -4.265 -5.661 -0.570
O 0.554 -2.871 -7.381 -0.555
H -1.781 -4.746 -7.047 0.349
H -1.692 -3.201 -7.828 0.318
H -2.217 -3.357 -6.079 0.082
C -2.422 -4.683 -2.681 -0.619
N -3.055 -4.036 -1.510 1.034
O -2.764 -4.358 -0.400 -0.546
O -3.840 -3.109 -1.728 -0.597
H -1.981 -3.917 -3.324 0.070
H -3.243 -5.161 -3.228 0.347
H -1.710 -5.417 -2.257 0.283
C -4.706 6.641 -0.994 -0.779
N -3.405 7.140 -1.502 0.828
O -2.885 8.097 -0.998 -0.525
O -2.919 6.497 -2.443 -0.447
H -4.978 7.285 -0.213 0.335
H -4.551 5.636 -0.611 0.278
H -5.429 6.860 -1.835 0.290
```

Calculated values
* Kohn-Sham gap: 9.33 eV
* energy above the lowest of the compared OMol25 structures with the same formula, charge and spin: 15.810 eV
* lowest unoccupied orbital energy: 0.002 hartree
* energy: -77092.823 eV